1.
# C33H46O30

10 unconnected molecules or ions with the total composition C33H46O30 (the ωB97M-V functional and the def2-TZVPD basis, the Open Molecules 2025 dataset).

Structure (XYZ):
```
109
Properties=species:S:1:pos:R:3:forces:R:3
C -5.705 -0.349 -1.177 0.67 0.12 -1.24
C -5.157 -1.183 -0.034 -1.43 1.44 -0.62
C -3.676 -1.121 0.096 1.50 -0.65 -1.11
O -3.354 -0.638 1.438 1.61 -1.39 -2.08
C -4.465 -0.481 2.053 -4.26 3.04 4.75
O -4.599 -0.130 3.265 0.64 -1.96 -4.93
O -5.545 -0.543 1.151 0.46 -0.35 3.03
H -5.523 -0.902 -2.099 -0.13 -0.20 -0.21
H -5.146 0.574 -1.328 -0.01 0.21 0.44
H -6.763 -0.089 -1.169 0.04 -0.35 0.52
H -5.584 -2.177 -0.163 0.14 -0.28 0.69
H -3.287 -0.456 -0.675 0.37 0.25 0.46
H -3.267 -2.119 -0.064 0.47 0.08 0.36
C 0.004 -5.749 -4.011 -1.05 1.04 0.22
C 0.203 -4.560 -3.041 -1.05 -0.44 -2.39
C 0.069 -4.862 -1.599 1.75 -1.12 0.28
O 1.442 -4.665 -1.167 -0.02 1.01 0.45
C 2.214 -4.092 -2.151 0.27 -1.65 0.51
O 3.375 -3.823 -1.984 -1.49 0.29 -0.56
O 1.508 -4.115 -3.321 1.65 1.37 1.37
H 0.849 -6.436 -4.060 0.01 0.10 0.55
H -0.127 -5.365 -5.022 -0.12 -0.03 0.00
H -0.912 -6.248 -3.697 0.03 -0.34 -0.28
H -0.477 -3.714 -3.140 -0.13 -0.07 -1.30
H -0.127 -5.929 -1.502 -0.31 0.14 0.62
H -0.671 -4.216 -1.125 0.50 -0.24 0.53
C 2.295 -3.285 2.668 0.97 0.26 -0.35
C 3.559 -2.416 2.423 -0.52 -0.42 1.69
C 4.688 -3.029 1.638 0.91 -1.63 0.60
O 4.977 -2.166 0.579 -0.58 1.74 -1.13
C 4.032 -1.195 0.525 -1.18 0.27 0.43
O 3.822 -0.365 -0.320 0.82 -1.26 1.01
O 3.223 -1.315 1.660 -0.34 1.73 -2.65
H 1.476 -2.701 3.089 0.08 0.17 -0.28
H 2.443 -4.115 3.358 0.41 -0.01 -0.03
H 2.032 -3.691 1.691 -0.41 -0.02 0.08
H 3.949 -1.952 3.329 -0.03 -0.57 0.51
H 4.454 -4.004 1.211 -0.12 -0.09 0.08
H 5.590 -3.108 2.245 -0.02 -0.19 -0.01
O 4.467 3.912 3.612 0.76 0.25 -0.63
C 4.113 3.902 2.469 -1.37 3.06 2.52
O 3.900 2.884 1.750 -0.26 -3.50 -1.37
C 2.985 3.193 0.698 0.74 -2.91 -1.51
C 3.041 4.641 0.640 -1.12 1.34 -2.46
O 3.596 5.014 1.817 1.41 0.97 2.85
H 3.441 2.747 -0.186 -0.30 -0.10 -0.13
H 2.022 2.693 0.803 0.04 0.29 0.62
H 2.050 5.068 0.484 0.01 0.28 0.19
H 3.667 4.955 -0.196 0.08 0.24 -0.09
O -2.031 2.656 5.333 2.20 -3.41 -2.45
C -1.349 1.794 4.736 -1.65 3.31 1.65
O -1.453 1.431 3.441 -1.50 1.36 0.02
C -0.437 0.555 3.056 -0.28 -1.09 -0.55
C 0.290 0.334 4.340 2.23 -1.85 -0.14
O -0.289 1.184 5.265 -0.22 0.34 1.30
H -0.915 -0.383 2.773 0.02 0.05 -0.42
H 0.140 0.932 2.211 0.02 0.30 0.15
H 1.374 0.435 4.303 0.02 0.88 -0.12
H 0.236 -0.717 4.622 -0.69 -0.07 0.48
O 1.371 0.910 -5.873 1.19 -2.59 0.03
C 2.169 0.007 -5.618 -1.42 3.86 -3.04
O 2.861 -0.717 -6.543 -1.25 0.87 -0.12
C 3.662 -1.659 -5.873 -0.36 -0.56 -0.34
C 3.700 -1.138 -4.441 1.57 0.27 -1.24
O 2.637 -0.144 -4.433 1.05 -2.29 3.19
H 3.142 -2.611 -5.986 0.25 -0.28 0.26
H 4.621 -1.698 -6.389 0.04 -0.07 0.29
H 4.637 -0.587 -4.354 -0.11 0.15 0.49
H 3.742 -1.988 -3.759 -0.98 0.57 0.62
O -0.598 -3.502 1.159 -0.69 0.05 -0.26
C -1.431 -3.557 2.031 3.83 0.43 -1.48
O -1.168 -3.045 3.228 0.75 0.88 -0.61
C -2.279 -3.203 4.014 -1.92 -0.64 1.76
C -3.278 -3.946 3.133 -1.70 0.21 0.58
O -2.561 -4.165 1.952 -1.08 -1.31 -0.82
H -2.003 -3.886 4.818 -0.10 0.50 0.46
H -2.714 -2.261 4.347 0.36 0.06 0.24
H -4.173 -3.416 2.808 0.01 0.45 0.51
H -3.639 -4.851 3.624 0.33 -0.31 -0.41
O -4.231 3.088 -0.544 0.83 0.66 1.30
C -3.450 3.475 0.311 -1.00 -1.16 -1.03
O -2.158 3.591 0.092 2.26 0.43 -0.85
C -1.389 4.037 1.244 -1.12 -1.02 0.11
C -2.505 4.162 2.268 -0.61 1.16 0.16
O -3.731 3.742 1.572 0.33 0.29 1.25
H -0.739 3.255 1.637 0.23 -0.19 -0.81
H -0.795 4.927 1.032 -0.38 0.01 -0.22
H -2.646 5.208 2.538 -0.19 -0.12 0.24
H -2.301 3.559 3.152 -0.63 0.11 -0.23
O -0.938 8.674 -0.274 0.88 -3.70 -3.54
C -0.833 7.797 -1.158 -0.12 1.13 2.54
O -1.532 7.766 -2.315 0.46 -0.15 1.51
C -1.425 6.460 -2.903 0.40 -0.03 -0.58
C -0.137 5.851 -2.254 -1.29 0.28 -1.78
O -0.019 6.606 -1.077 -0.80 2.32 0.85
H -2.326 5.867 -2.743 -0.04 0.17 0.32
H -1.358 6.719 -3.959 0.25 -0.69 -0.08
H 0.663 5.997 -2.979 0.52 0.34 0.43
H -0.190 4.778 -2.071 -0.27 0.16 0.43
O 0.318 2.654 -0.853 0.19 -4.66 -0.84
C 0.266 1.396 -1.020 2.23 5.74 0.00
O 1.234 0.615 -1.436 3.50 1.36 -0.76
C 0.814 -0.710 -1.606 -0.63 -0.28 -0.29
C -0.307 -0.679 -0.600 0.10 -1.50 -1.73
O -0.736 0.662 -0.791 -4.42 -1.40 2.30
H 0.455 -0.799 -2.632 -0.03 -0.20 -0.13
H 1.576 -1.463 -1.408 0.27 0.51 0.12
H 0.152 -0.938 0.354 -0.77 0.43 0.48
H -1.096 -1.340 -0.960 -0.13 0.02 0.81
```
Positions in Å, forces in eV/Å.

As for the energy relative to the best compared isomer or geometry (same formula, charge and spin): 389.7 kJ/mol. The molar mass is 922.701 g/mol. The calculation puts the LUMO energy at -0.38 eV. The gap between HOMO and LUMO is 10.1 eV.



2.
# C38H46F4N9O6S3SiW

A molecular structure, C38H46F4N9O6S3SiW (the ωB97M-V functional and the def2-TZVPD basis, the Open Molecules 2025 dataset).

Structure (XYZ):
```
108
Properties=species:S:1:pos:R:3:forces:R:3
W -0.838 0.641 0.949 0.05 0.41 -0.07
C -4.359 0.177 -1.120 0.06 -0.04 0.06
N -3.075 0.032 -1.803 0.00 0.00 -0.03
C -3.147 -1.100 -2.722 -0.05 0.01 -0.07
C -2.759 1.254 -2.532 -0.04 0.05 -0.06
C -2.077 2.343 -1.721 0.00 -0.02 -0.05
N -0.695 2.042 -1.208 -0.03 -0.04 -0.14
C 0.082 1.594 -2.390 0.01 0.03 0.12
C -0.148 3.363 -0.796 -0.01 0.00 -0.01
H -5.164 0.401 -1.835 0.00 0.01 0.02
H -4.315 0.973 -0.380 0.03 0.04 0.04
H -4.611 -0.752 -0.612 0.01 -0.03 0.06
H -3.931 -0.968 -3.482 0.00 0.00 0.00
H -3.370 -2.011 -2.164 0.00 0.00 -0.01
H -2.192 -1.235 -3.231 -0.02 0.00 -0.01
H -3.674 1.706 -2.947 0.03 0.00 0.01
H -2.150 0.997 -3.400 -0.07 0.00 0.00
H -2.681 2.644 -0.867 0.02 -0.05 0.03
H -1.993 3.213 -2.382 -0.02 0.02 0.02
H 0.045 2.393 -3.142 0.03 -0.05 -0.01
H -0.344 0.685 -2.798 0.05 0.02 0.06
H 2.066 2.040 -1.799 0.07 0.00 0.06
H -0.165 4.046 -1.651 0.01 -0.01 0.01
H 0.864 3.261 -0.418 -0.01 0.00 0.00
H -0.757 3.772 0.005 -0.01 -0.01 -0.01
O 0.340 2.126 1.539 -0.07 -0.09 -0.10
S -1.221 0.164 4.162 0.00 -0.15 0.04
O -0.683 0.037 2.604 0.22 -0.16 0.19
O -2.248 1.545 1.134 -0.07 -0.05 -0.24
C 1.239 2.108 2.533 -0.04 0.12 0.06
C 1.263 3.195 3.411 -0.01 0.00 0.00
C 2.148 3.232 4.467 0.00 0.00 -0.01
C 3.056 2.195 4.685 -0.01 -0.01 -0.01
C 3.074 1.129 3.816 0.04 -0.03 0.03
C 2.174 1.085 2.749 0.01 -0.01 -0.07
S 2.331 -0.225 1.633 -0.03 0.12 0.02
O 1.658 -1.403 2.428 0.04 -0.02 0.00
O 3.681 -0.540 1.315 0.07 0.11 -0.04
O 1.470 0.108 0.486 -0.10 -0.39 0.23
H 0.544 3.986 3.252 0.00 0.00 0.00
H 2.132 4.080 5.139 0.00 0.00 0.01
H 3.745 2.234 5.516 0.01 0.00 0.00
H 3.791 0.326 3.933 0.00 0.01 0.00
C -3.106 -5.842 -1.460 0.03 0.02 -0.01
Si -1.594 -4.951 -0.821 -0.03 -0.01 0.00
C -0.497 -4.457 -2.246 0.01 -0.01 0.04
C -0.667 -5.981 0.430 -0.02 0.00 -0.03
C -2.231 -3.452 0.176 0.03 0.02 -0.04
C -3.251 -3.668 1.114 -0.01 0.02 0.02
C -3.733 -2.652 1.924 0.00 -0.04 -0.02
C -3.180 -1.390 1.808 -0.02 0.08 -0.04
N -2.207 -1.166 0.923 -0.03 0.20 0.02
C -1.753 -2.154 0.150 0.15 0.01 -0.11
S -0.479 -1.447 -0.892 -0.11 -0.02 0.16
H -2.801 -6.763 -1.961 -0.01 -0.01 -0.01
H -3.648 -5.235 -2.187 0.00 0.01 0.00
H -3.802 -6.121 -0.668 0.00 0.00 0.01
H -0.363 -5.341 -2.876 0.02 -0.01 0.00
H 0.495 -4.126 -1.932 -0.01 0.00 -0.01
H -0.941 -3.679 -2.869 -0.01 -0.01 -0.01
H -0.103 -6.779 -0.057 0.00 -0.01 0.00
H -1.346 -6.441 1.151 0.00 0.01 0.01
H 0.035 -5.354 0.980 0.04 0.01 0.02
H -3.679 -4.658 1.215 0.00 -0.01 -0.01
H -4.518 -2.833 2.644 0.00 0.00 0.00
H -3.487 -0.548 2.415 0.01 -0.01 -0.01
F 5.171 -2.218 -3.162 0.01 0.14 0.02
C 5.389 -0.908 -3.176 0.34 -0.14 -0.15
C 6.511 -0.466 -3.780 -0.23 -0.32 0.09
F 7.342 -1.358 -4.303 -0.07 0.08 0.05
C 6.831 0.934 -3.915 0.45 0.16 -0.24
C 5.858 1.813 -3.311 -0.36 0.11 0.20
C 4.732 1.359 -2.727 0.18 0.42 -0.09
F 3.976 2.270 -2.087 -0.05 -0.17 -0.08
C 4.381 -0.030 -2.624 -0.55 -0.25 0.24
C 3.183 -0.502 -2.096 0.37 0.06 -0.05
C 1.852 0.041 -2.184 -0.16 0.64 -0.31
N 1.465 1.278 -2.094 0.09 -0.44 0.11
C 3.070 -1.880 -1.692 0.43 -0.13 -0.09
N 2.980 -2.979 -1.366 -0.22 0.08 0.02
F 6.114 3.115 -3.260 -0.01 -0.13 0.00
C 7.967 1.390 -4.530 -0.37 -0.14 0.13
C 8.968 0.527 -5.078 0.09 -0.07 0.00
N 9.819 -0.103 -5.523 -0.02 0.02 -0.02
C 8.270 2.780 -4.693 0.04 0.10 0.06
N 8.576 3.876 -4.845 -0.02 -0.02 -0.04
C 5.061 -4.001 4.217 0.00 -0.01 0.00
C 3.686 -4.626 4.041 0.00 -0.02 0.03
N 2.702 -3.644 3.567 0.05 0.08 -0.02
C 2.003 -2.898 4.634 -0.05 0.00 -0.05
C 0.517 -3.216 4.645 0.01 0.02 -0.02
C 2.404 -3.564 2.259 -0.10 -0.02 -0.02
C 2.772 -4.704 1.350 -0.02 -0.01 -0.03
N 1.788 -2.617 1.598 -0.01 -0.11 0.08
H 5.784 -4.751 4.537 0.00 0.00 0.02
H 5.037 -3.211 4.969 0.00 0.01 -0.01
H 5.408 -3.565 3.279 0.00 -0.01 -0.01
H 3.320 -5.021 4.990 0.01 -0.02 -0.01
H 3.733 -5.469 3.358 0.02 0.03 0.00
H 2.170 -1.828 4.559 0.00 0.02 -0.01
H 2.459 -3.223 5.568 0.00 -0.01 -0.02
H 0.023 -2.834 3.751 0.00 -0.01 0.00
H 0.040 -2.742 5.501 -0.01 0.02 0.01
H 0.359 -4.295 4.703 0.00 0.01 0.02
H 3.857 -4.768 1.263 0.00 0.00 -0.03
H 2.380 -4.506 0.357 0.01 -0.02 0.03
H 2.394 -5.654 1.727 -0.01 0.00 0.01
H 0.579 -2.088 -0.338 -0.05 0.00 0.07
```
Positions in Å, forces in eV/Å.

As for the total charge: +1. As for the energy relative to the best compared isomer or geometry (same formula, charge and spin): 0.0 kJ/mol. The molar mass is 1108.962 g/mol. The calculation puts the LUMO energy (spin up / spin down) at -4.94 / -4.94 eV. The gap between HOMO and LUMO (spin up / spin down) is 5.2 / 5.1 eV.



3.
# C21H30InN2OP2

A molecular structure, C21H30InN2OP2 (the ωB97M-V functional and the def2-TZVPD basis, the Open Molecules 2025 dataset).

Structure (XYZ):
```
57
Properties=species:S:1:pos:R:3:forces:R:3
C -1.777 3.033 -2.797 0.20 0.21 0.25
C -1.474 1.810 -2.207 0.84 -0.29 -0.03
C -0.114 1.354 -2.222 0.21 0.47 0.25
C 0.899 2.287 -2.542 -0.55 0.38 -0.32
C 0.574 3.541 -3.056 -0.05 -0.62 0.03
C -0.759 3.882 -3.255 -0.57 0.20 -0.08
C 2.303 1.902 -2.222 0.36 0.26 0.36
C 2.536 0.427 -2.283 0.55 -0.78 -0.19
C 1.449 -0.430 -1.985 0.28 0.22 0.35
C 1.715 -1.824 -1.733 -0.07 0.81 -0.04
C 2.980 -2.320 -2.046 0.13 0.33 0.10
C 4.006 -1.475 -2.495 0.07 -0.61 0.14
C 3.804 -0.100 -2.539 -0.72 -0.05 -0.12
H -2.822 3.339 -2.872 0.23 0.00 -0.01
H 1.376 4.234 -3.312 -0.22 -0.12 -0.01
H -1.021 4.819 -3.751 0.07 -0.26 0.25
H 2.995 2.423 -2.890 0.05 0.04 0.21
H 3.167 -3.386 -1.928 0.04 0.11 -0.06
H 4.965 -1.905 -2.796 -0.30 0.16 0.23
H 4.618 0.573 -2.802 -0.10 -0.12 0.02
N 0.187 0.074 -1.858 -1.12 -1.07 1.42
In 0.019 0.088 1.405 0.01 -0.07 -2.26
C -2.489 0.920 -1.544 0.43 -0.68 -0.33
H -2.369 -0.111 -1.915 -0.13 0.23 -0.05
H -3.524 1.258 -1.721 0.29 -0.08 0.30
C 0.617 -2.712 -1.176 -0.12 0.39 -0.64
H -0.293 -2.587 -1.788 0.18 -0.04 0.20
H 0.923 -3.772 -1.207 -0.15 0.34 0.14
P -2.222 0.751 0.288 -0.57 0.97 -0.20
P 0.070 -2.354 0.561 0.38 -0.34 -0.11
C 1.278 -3.258 1.579 0.04 -0.04 0.15
H 0.990 -3.203 2.638 0.11 -0.13 -0.25
H 1.304 -4.307 1.253 0.07 0.24 0.18
H 2.275 -2.813 1.456 -0.22 -0.11 -0.03
C -1.478 -3.277 0.814 -0.14 -0.19 0.02
H -1.276 -4.360 0.763 -0.15 0.38 -0.07
H -1.901 -3.042 1.801 0.11 -0.09 -0.26
H -2.211 -3.000 0.043 0.22 -0.13 0.19
C -2.676 2.411 0.880 0.12 0.12 0.15
H -3.611 2.702 0.379 0.28 0.03 0.23
H -2.811 2.396 1.970 -0.02 0.06 -0.27
H -1.881 3.121 0.626 -0.23 -0.06 -0.02
C -3.660 -0.208 0.880 0.09 -0.27 0.06
H -3.609 -0.339 1.969 -0.02 0.04 -0.28
H -4.570 0.357 0.629 0.25 -0.24 0.03
H -3.689 -1.196 0.404 -0.09 0.26 0.11
H 2.517 2.227 -1.175 0.06 0.03 -0.46
H 1.666 0.535 1.033 -0.63 0.24 0.54
C 1.322 0.044 4.276 0.54 -0.05 0.30
C -0.153 0.235 4.400 -1.43 0.15 0.16
N -0.644 0.312 5.644 0.45 -0.13 -0.92
O -0.959 0.323 3.409 1.60 -0.29 0.76
H 1.756 0.065 5.282 0.11 -0.01 -0.32
H 1.788 0.853 3.684 -0.28 -0.46 0.17
H 1.566 -0.944 3.839 -0.18 0.53 0.03
H -1.639 0.421 5.768 0.00 0.02 0.13
H -0.031 0.204 6.442 -0.32 0.10 -0.13
```
Positions in Å, forces in eV/Å.

As for the total charge: +1. The molar mass is 503.250 g/mol. The calculation puts the LUMO energy at -3.23 eV. The gap between HOMO and LUMO is 4.9 eV.